DFT (wB97M-V/def2-TZVPD) results for C15H18NO3PSSe2V as an isolated structure in a non-equilibrium geometry.

Results
Lowest unoccupied orbital energy (alpha / beta) = -3.5 / -3.6 eV
Strongest force on any atom = 2.19 eV Å⁻¹
HOMO-LUMO gap (alpha / beta) = 7.360 / 7.556 eV
DFT total energy = -7348.97934 hartree

The geometry in ORCA input format:
```
! RIJCOSX wB97M-V def2-TZVPD def2/J DEFGRID3
* xyz 1 1
V 0.42290 0.04300 -0.99960
Se 1.40860 -0.29380 1.17010
P 2.13760 -2.26160 0.51890
Se 0.72270 -3.95900 0.30680
C 3.34800 -2.77790 1.76640
C 4.66550 -2.34780 1.65690
C 5.57130 -2.68780 2.64460
C 5.16400 -3.43910 3.73620
C 3.85130 -3.87080 3.83660
C 2.93710 -3.53480 2.85520
C 3.05860 -2.25640 -1.06550
C 3.71770 -3.43720 -1.39780
C 4.39260 -3.52730 -2.60120
C 4.41450 -2.44530 -3.46890
C 3.77340 -1.26520 -3.12830
C 3.08930 -1.17040 -1.92590
H 4.98130 -1.76490 0.80130
H 6.59880 -2.37040 2.55820
H 5.87320 -3.68810 4.51150
H 3.53720 -4.47280 4.67460
H 1.90860 -3.86360 2.91700
H 3.69990 -4.27280 -0.70940
H 4.90080 -4.44320 -2.85860
H 4.93500 -2.52230 -4.41140
H 3.81690 -0.41500 -3.79410
H 2.61670 -0.23130 -1.63890
O 1.83470 1.94430 -1.36670
H 2.77890 2.14250 -1.33840
H 1.37220 2.79210 -1.34830
C -1.84000 3.26670 -0.33130
O -0.85870 2.25670 -0.60250
C -1.15530 0.96850 -0.65060
C -2.53810 0.51040 -0.39310
H -1.28470 4.19540 -0.20080
H -2.39470 3.03930 0.57970
H -2.52850 3.37420 -1.17600
H -3.29060 1.27700 -0.57450
H -2.58700 0.20690 0.65970
H -2.76230 -0.37170 -0.99630
O -1.35790 -1.83520 1.00440
S -1.10500 -2.49240 -0.26260
N -0.23280 -1.45410 -1.09340
*
```